Molecular formula: C25H42IN10O2S
Method: DFT, wB97M-V/def2-TZVPD

Each line ends with the Löwdin charge.
Geometry (Å):
O (-1.756, 0.270, 3.990)  -0.19
C (-1.197, 1.078, 2.860)  -0.22
C (-2.524, 1.439, 1.910)  -0.26
S (-3.939, 1.804, 3.135)  1.13
O (-4.406, 3.413, 2.793)  -0.35
C (-5.304, 0.567, 2.801)  -0.34
C (-6.562, 1.153, 1.908)  -0.30
C (-7.921, 0.918, 2.817)  -0.61
I (-8.457, -1.245, 2.908)  0.70
H (-2.028, -0.632, 3.628)  0.10
H (-0.713, 2.067, 3.319)  0.13
H (-0.421, 0.416, 2.276)  0.13
H (-2.860, 0.483, 1.325)  0.08
H (-2.246, 2.359, 1.242)  0.12
H (-3.977, 3.954, 3.544)  0.05
H (-5.718, 0.200, 3.858)  0.11
H (-4.861, -0.368, 2.239)  0.12
H (-6.402, 2.262, 1.563)  0.11
H (-6.690, 0.497, 0.924)  0.12
H (-8.875, 1.461, 2.412)  0.07
H (-7.665, 1.202, 3.946)  0.07
C (0.023, -1.957, -0.486)  -0.08
C (-1.117, -1.976, 0.518)  -0.16
N (-2.063, -1.992, 1.352)  0.08
H (0.750, -2.736, -0.240)  0.05
H (-0.364, -2.137, -1.493)  0.02
H (0.523, -0.985, -0.465)  0.08
C (2.168, -5.852, -0.633)  -0.09
C (2.619, -4.454, -1.022)  -0.13
N (2.994, -3.294, -1.344)  -0.06
H (2.795, -6.598, -1.130)  0.08
H (2.249, -5.982, 0.449)  0.02
H (1.127, -6.005, -0.934)  0.06
C (-4.732, 5.821, 0.485)  -0.09
C (-4.281, 7.219, 0.096)  -0.21
N (-3.906, 8.379, -0.226)  0.10
H (-4.105, 5.075, -0.011)  0.07
H (-4.651, 5.690, 1.568)  0.05
H (-5.773, 5.668, 0.184)  0.08
C (3.615, -3.648, 2.909)  -0.09
C (2.498, -4.676, 2.848)  -0.20
N (1.570, -5.529, 2.797)  0.09
H (3.902, -3.349, 1.897)  0.06
H (3.280, -2.765, 3.460)  0.03
H (4.486, -4.074, 3.415)  0.08
C (-1.058, 5.273, 4.981)  -0.06
C (-2.538, 5.618, 5.000)  -0.18
N (-3.766, 5.904, 5.016)  0.11
H (-0.674, 5.223, 6.003)  0.09
H (-0.907, 4.304, 4.496)  0.05
H (-0.504, 6.037, 4.429)  0.09
C (-1.941, 1.115, -3.428)  -0.07
C (-1.750, -0.380, -3.231)  -0.17
N (-1.592, -1.620, -3.067)  0.11
H (-1.499, 1.425, -4.379)  0.08
H (-3.008, 1.357, -3.436)  0.08
H (-1.457, 1.663, -2.615)  0.07
C (2.816, 0.529, 4.634)  -0.07
C (3.129, -0.147, 3.310)  -0.19
N (3.390, -0.708, 2.211)  0.11
H (2.013, -0.008, 5.146)  0.08
H (3.705, 0.532, 5.271)  0.08
H (2.500, 1.562, 4.460)  0.07
C (3.316, -0.450, -4.523)  -0.06
C (3.057, -1.432, -3.391)  -0.03
N (2.842, -2.246, -2.453)  0.01
H (3.756, -0.973, -5.376)  0.04
H (2.377, 0.015, -4.835)  0.07
H (4.006, 0.330, -4.189)  0.07
C (4.268, -4.802, -6.405)  -0.11
C (4.719, -3.404, -6.794)  -0.14
N (5.094, -2.244, -7.116)  -0.06
H (4.895, -5.548, -6.901)  0.07
H (4.349, -4.933, -5.323)  0.06
H (3.227, -4.955, -6.706)  0.05
C (8.415, 0.329, -6.676)  -0.07
C (7.298, -0.700, -6.737)  -0.02
N (6.370, -1.553, -6.787)  0.02
H (8.702, 0.628, -7.687)  0.08
H (8.080, 1.212, -6.125)  0.08
H (9.286, -0.097, -6.170)  0.08

Atoms 1-3, force components in eV/Å:
0.4741 -0.1605 -1.9973
-1.2158 -0.6463 0.4493
1.3366 -0.4163 -0.2881

Summary:
LUMO ... -3.79 eV
Total charge ... +1
Kohn-Sham gap ... 0.1275 hartree
HOMO ... -7.26 eV


Molecular formula: C17H50N5O7P2SSi4TeW
Method: DFT, wB97M-V/def2-TZVPD

Each line ends with the Löwdin charge.
Geometry (Å):
W (-0.050, 0.878, -0.172)  1.16
N (0.874, 0.062, -2.078)  -0.11
C (1.008, -1.343, -2.565)  -0.18
C (2.091, -2.173, -1.897)  -0.23
N (1.770, -2.714, -0.602)  -0.11
C (1.063, -3.979, -0.573)  -0.22
C (-0.458, -3.832, -0.556)  -0.27
N (-0.872, -3.026, 0.591)  0.01
H (0.185, 0.499, -2.694)  0.07
H (1.734, 0.565, -2.301)  0.06
H (1.271, -1.281, -3.623)  0.13
H (0.026, -1.798, -2.502)  0.10
H (3.001, -1.568, -1.830)  0.12
H (2.320, -2.981, -2.613)  0.12
H (2.570, -2.707, 0.009)  0.09
H (1.358, -4.518, 0.331)  0.12
H (1.349, -4.618, -1.422)  0.12
H (-0.900, -4.835, -0.575)  0.11
H (-0.802, -3.328, -1.460)  0.09
H (-0.672, -3.518, 1.456)  0.07
H (-1.875, -2.886, 0.576)  0.06
O (-3.954, -0.338, -1.206)  -0.11
P (-2.754, 0.437, -1.933)  0.26
O (-2.856, 0.415, -3.388)  -0.23
O (-1.485, -0.137, -1.265)  -0.45
O (-2.938, 1.934, -1.286)  -0.24
P (-1.658, 2.925, -1.211)  0.21
O (-2.185, 4.321, -1.678)  -0.04
O (-1.151, 2.977, 0.206)  -0.34
O (-0.570, 2.281, -2.057)  -0.36
H (-4.683, -0.501, -1.817)  0.10
H (-2.586, 4.334, -2.558)  0.12
C (6.500, 2.103, 1.714)  -0.21
Si (5.153, 2.254, 3.004)  0.32
C (4.569, 0.555, 3.518)  -0.22
C (5.781, 3.193, 4.491)  -0.21
Si (3.355, 3.453, 2.047)  0.21
Te (2.639, 1.856, 0.188)  0.70
Si (1.679, 4.111, 3.548)  0.34
C (1.334, 2.698, 4.736)  -0.21
C (2.424, 5.534, 4.506)  -0.21
C (0.140, 4.711, 2.658)  -0.20
Si (4.129, 5.240, 0.716)  0.31
C (5.367, 6.192, 1.741)  -0.20
C (2.684, 6.322, 0.236)  -0.21
C (4.963, 4.580, -0.824)  -0.22
H (7.300, 1.458, 2.085)  0.04
H (6.939, 3.077, 1.485)  0.02
H (6.129, 1.671, 0.782)  0.02
H (5.418, -0.045, 3.855)  0.04
H (4.093, 0.023, 2.690)  -0.02
H (3.851, 0.608, 4.340)  0.03
H (6.675, 2.698, 4.877)  0.04
H (5.044, 3.220, 5.297)  0.03
H (6.048, 4.222, 4.241)  0.02
H (2.212, 2.519, 5.362)  0.03
H (1.117, 1.758, 4.227)  0.01
H (0.502, 2.935, 5.405)  0.04
H (3.379, 5.277, 4.969)  0.02
H (1.740, 5.838, 5.303)  0.04
H (2.580, 6.400, 3.859)  0.03
H (-0.221, 4.002, 1.911)  -0.01
H (0.353, 5.648, 2.142)  0.03
H (-0.657, 4.913, 3.379)  0.04
H (4.943, 6.524, 2.691)  0.03
H (5.698, 7.079, 1.195)  0.04
H (6.250, 5.587, 1.957)  0.02
H (2.274, 6.845, 1.102)  0.02
H (1.879, 5.740, -0.219)  0.03
H (3.004, 7.078, -0.485)  0.04
H (5.807, 3.930, -0.585)  0.02
H (5.344, 5.422, -1.408)  0.04
H (4.278, 4.026, -1.471)  0.01
S (1.598, -0.093, 1.129)  0.09
C (-1.322, 0.289, 1.240)  -0.44
N (-0.826, 1.194, 2.156)  -0.09
C (-1.807, 1.897, 2.993)  -0.16
C (-2.741, 0.855, 3.593)  -0.14
C (-3.446, 0.106, 2.472)  -0.13
N (-2.508, -0.244, 1.397)  0.08
H (-0.015, 0.850, 2.659)  0.04
H (-2.343, 2.602, 2.357)  0.13
H (-1.265, 2.458, 3.750)  0.10
H (-3.491, 1.317, 4.235)  0.12
H (-2.163, 0.165, 4.211)  0.12
H (-4.231, 0.727, 2.036)  0.13
H (-3.908, -0.810, 2.839)  0.13
H (-2.894, -0.718, 0.591)  0.10

Atoms 1-3, force components in eV/Å:
0.3390 0.7445 -0.2351
-0.0536 0.2401 -0.0531
0.0618 0.1113 -0.0288

Summary:
LUMO (alpha / beta) ... -3.34 / -3.36 eV
Total charge ... +1
Kohn-Sham gap (alpha / beta) ... 0.2556 / 0.2560 hartree
Energy above the lowest of the compared OMol25 structures with the same formula, charge and spin ... 18.7 kcal/mol
HOMO (alpha / beta) ... -10.29 / -10.33 eV


no.,electronic energy (eV)
1,-64507.8117
2,-110272.0991